# 1
{"formula": "C31H27N5O6V", "method": "ωB97M-V/def2-TZVPD", "lumo_energy_ev": [-4.751, -4.752], "mol_weight_da": 616.530, "de_lowest_kj_mol": 47.7, "orbital_gap_ha": [0.2582, 0.2582], "charge": 1, "elements": ["V", "O", "O", "O", "O", "O", "O", "N", "N", "N", "N", "N", "C", "C", "C", "C", "C", "C", "C", "C", "C", "C", "C", "C", "C", "C", "C", "C", "C", "C", "C", "C", "C", "C", "C", "C", "C", "C", "C", "C", "C", "C", "C", "H", "H", "H", "H", "H", "H", "H", "H", "H", "H", "H", "H", "H", "H", "H", "H", "H", "H", "H", "H", "H", "H", "H", "H", "H", "H", "H"], "positions_angstrom": [[0.672757, 0.361110, 0.081798], [-3.944624, 2.127311, -4.132028], [0.274557, 1.773366, 1.407954], [-1.031048, -1.223991, -3.240853], [-3.018291, 0.125920, -4.468064], [-0.838701, -1.030850, 0.899366], [0.327615, -0.758694, -1.521890], [1.448079, -0.396363, 1.586131], [1.378537, -1.475760, 0.768511], [2.051470, 1.094299, -0.625262], [-0.833851, 1.475634, -0.943699], [-2.373825, 2.649178, -1.931511], [-3.159466, 1.266307, -3.828420], [3.551964, 5.258960, -2.047274], [2.444996, 5.470769, -2.857962], [-1.287575, 3.792416, -0.015050], [0.056960, 3.189630, 3.287795], [6.618749, 0.668285, -1.961754], [-2.292667, 1.478638, -2.637651], [5.782502, -0.794573, -0.235585], [-1.481604, 2.634206, -0.922986], [3.088212, 1.635260, -1.146159], [0.023889, -1.913131, 0.745439], [1.442317, -0.301801, 2.899724], [0.785010, -4.221162, 0.288310], [0.517724, 1.908981, 2.659346], [-0.831851, -5.937388, -0.153399], [-0.256056, -3.303812, 0.435227], [1.561677, 4.431798, -3.124990], [1.782429, -1.514451, 3.700350], [4.570948, -0.132910, -0.254066], [4.382730, 0.952737, -1.117288], [1.776428, 3.182715, -2.569063], [-1.324028, 0.764415, -2.010944], [-1.585358, -3.703199, 0.281669], [-0.660925, -0.511932, -2.322969], [0.491227, -5.540306, -0.006075], [2.896997, 2.964568, -1.767165], [1.106618, 0.927388, 3.450647], [-1.869764, -5.022827, -0.010596], [3.789144, 4.004157, -1.509299], [5.411509, 1.344408, -1.978803], [6.806219, -0.393214, -1.087022], [-2.307024, -0.448076, -4.074720], [3.762720, -0.450473, 0.390632], [-0.991999, 3.083968, 3.574858], [-3.010608, 3.393617, -2.181525], [-1.057569, -6.969538, -0.387317], [1.967054, -1.254003, 4.738771], [-0.232892, 3.906796, 0.217327], [1.808479, -3.888895, 0.391600], [-2.374914, -2.972005, 0.390213], [2.273931, 6.447966, -3.289520], [0.629925, 3.418052, 4.183344], [1.101907, 2.361152, -2.774709], [-1.652051, 4.700574, -0.492801], [5.933082, -1.629373, 0.435263], [4.650293, 3.835394, -0.875776], [2.650993, -2.020293, 3.280354], [5.257704, 2.156717, -2.675382], [-2.895220, -5.342500, -0.133909], [0.711644, 4.595327, -3.774275], [7.411260, 0.963779, -2.635264], [7.752483, -0.917709, -1.074166], [-1.832809, 3.647096, 0.917231], [0.136172, 4.012738, 2.581994], [1.289623, -6.259281, -0.127400], [4.235254, 6.070767, -1.838152], [0.942658, -2.213242, 3.660725], [1.214497, 1.089241, 4.511716]], "atomic_forces_ev_per_a": [[-0.022, 0.017, 0.042], [0.032, 0.026, -0.034], [0.036, -0.043, -0.005], [0.045, 0.033, -0.052], [0.027, 0.029, -0.029], [-0.008, 0.041, -0.016], [0.052, 0.025, -0.030], [-0.090, 0.095, -0.007], [0.008, -0.062, 0.012], [0.045, -0.014, 0.035], [-0.056, -0.062, 0.045], [0.032, 0.008, -0.019], [-0.089, -0.063, 0.078], [0.000, -0.002, 0.000], [0.002, 0.002, 0.000], [-0.022, 0.002, 0.019], [-0.006, -0.012, 0.000], [-0.005, -0.001, 0.004], [0.034, 0.015, -0.034], [0.007, -0.007, -0.002], [-0.013, -0.004, 0.014], [0.006, -0.002, -0.023], [0.014, -0.002, -0.026], [0.038, -0.028, -0.021], [0.002, 0.004, 0.003], [0.029, -0.008, 0.026], [0.002, 0.002, 0.000], [-0.020, 0.002, -0.007], [-0.003, 0.003, -0.006], [-0.005, 0.006, 0.000], [-0.002, 0.003, 0.001], [-0.004, 0.010, 0.005], [0.006, -0.004, 0.017], [0.032, 0.040, -0.041], [-0.001, -0.003, 0.000], [-0.096, -0.097, 0.101], [-0.003, -0.002, -0.002], [0.015, 0.001, 0.004], [0.006, 0.036, -0.010], [-0.001, 0.001, -0.002], [-0.006, 0.005, -0.007], [0.003, 0.000, -0.009], [-0.003, 0.002, -0.001], [0.000, -0.012, 0.008], [0.003, 0.000, 0.001], [-0.005, 0.017, -0.022], [-0.007, 0.000, 0.006], [0.000, -0.001, 0.000], [-0.001, 0.001, 0.000], [-0.005, 0.013, -0.024], [0.000, 0.000, 0.001], [0.000, 0.000, 0.000], [-0.002, 0.000, -0.001], [-0.009, -0.007, 0.009], [-0.005, 0.004, -0.009], [-0.015, -0.002, 0.001], [-0.002, 0.000, 0.000], [-0.003, 0.001, 0.003], [0.000, -0.001, -0.001], [-0.002, -0.004, -0.002], [0.000, 0.000, 0.000], [-0.001, -0.001, -0.001], [0.000, 0.001, -0.001], [0.000, 0.000, -0.001], [0.020, -0.005, 0.008], [0.018, 0.006, 0.004], [0.000, 0.000, 0.000], [0.000, 0.001, -0.002], [0.000, -0.001, 0.000], [-0.001, 0.000, 0.000]]}



# 2
{"formula": "C31H28AsCl2HfN7O8STe", "method": "ωB97M-V/def2-TZVPD", "lumo_energy_ev": 4.152, "mol_weight_da": 1110.591, "de_lowest_kj_mol": 191.4, "orbital_gap_ha": 0.1880, "charge": -2, "elements": ["Hf", "Te", "As", "Cl", "Cl", "S", "O", "O", "O", "O", "O", "O", "O", "O", "N", "N", "N", "N", "N", "N", "N", "C", "C", "C", "C", "C", "C", "C", "C", "C", "C", "C", "C", "C", "C", "C", "C", "C", "C", "C", "C", "C", "C", "C", "C", "C", "C", "C", "C", "C", "C", "C", "H", "H", "H", "H", "H", "H", "H", "H", "H", "H", "H", "H", "H", "H", "H", "H", "H", "H", "H", "H", "H", "H", "H", "H", "H", "H", "H", "H"], "positions_angstrom": [[1.213354, -0.281569, 0.512717], [1.454095, 2.235475, -2.101396], [-1.404754, 2.094976, 0.886058], [7.330528, -0.943687, 3.699576], [8.046547, 0.382093, 0.892544], [1.813409, 1.913891, 2.424750], [4.032236, 0.636784, -2.214945], [2.721480, -3.076422, 3.596214], [-0.418491, 2.541612, -2.337247], [-2.049799, 2.786550, -0.578027], [0.717663, 0.966497, 2.679803], [-0.214672, 1.072662, 0.113637], [2.746937, 2.111525, 3.494761], [2.422345, 1.454682, 1.139676], [0.897604, -0.991846, -1.521290], [-2.129310, 0.029199, -2.200013], [-2.278449, -1.538648, -0.538136], [-4.044778, -1.317834, -2.085256], [3.171928, -0.685322, -0.487699], [-0.110225, -1.562622, 2.077421], [2.536041, -1.550497, 1.852015], [5.498870, -0.164783, 0.203092], [-2.589755, 0.758775, -3.358154], [1.093465, 3.484297, 2.002989], [0.380092, -2.411966, -3.388506], [-0.488222, 4.845540, 0.863009], [1.757591, -0.154821, -2.322688], [-5.056114, -1.883301, -1.197928], [0.588825, -2.271960, 2.972512], [4.215490, -0.653565, 0.419699], [0.338425, -2.093126, -2.067371], [-2.041649, -1.738129, 3.448159], [1.752632, -0.453323, -3.767822], [-4.475355, -2.300261, 0.147931], [-2.803731, -0.945550, -1.567344], [2.095763, -2.353556, 2.820753], [-0.108359, 3.579771, 1.303405], [0.290521, 5.967440, 1.112455], [6.452529, -0.248574, 1.209378], [-0.009187, -2.809902, 4.101098], [-1.387718, -1.272832, 2.320798], [1.090358, -1.514299, -4.259865], [-3.019884, -2.686780, -0.085699], [-1.345040, -2.538767, 4.338366], [-4.571568, -0.659551, -3.273962], [6.145023, -0.818122, 2.429263], [1.880827, 4.597044, 2.264301], [3.895987, -1.218659, 1.686271], [-4.104223, 0.785189, -3.350824], [4.864784, -1.306454, 2.669143], [1.474817, 5.847864, 1.824223], [3.147424, -0.030176, -1.681884], [-0.209625, -2.717583, -1.371061], [-5.072689, -3.108832, 0.579601], [-0.118835, -3.298764, -3.752635], [5.736349, 0.288511, -0.746494], [-5.661622, -0.730331, -3.237597], [-1.833015, -2.931032, 5.222833], [1.110114, -1.699546, -5.329622], [-2.126969, 1.743061, -3.322333], [2.812409, 4.471132, 2.800351], [-0.023677, 6.935196, 0.737854], [-4.491491, -1.456578, 0.842554], [-1.218963, 2.815176, -1.302966], [4.630328, -1.750034, 3.623599], [0.610473, -3.386131, 4.772207], [-2.566712, -3.080001, 0.828948], [-4.495094, 1.271163, -4.247439], [2.318607, 0.216232, -4.399864], [-1.399366, 4.930979, 0.281708], [-5.864606, -1.152317, -1.056386], [-4.449949, 1.336048, -2.471492], [-1.250579, 0.317818, -1.779699], [-4.244100, -1.193617, -4.174829], [-1.887532, -0.689588, 1.558161], [2.091044, 6.717157, 2.019677], [-2.242863, 0.265381, -4.278517], [-3.077006, -1.470472, 3.607769], [-5.500867, -2.753893, -1.696097], [-2.990072, -3.504118, -0.828167]], "atomic_forces_ev_per_a": [[-0.299, 0.482, -0.374], [-0.043, -0.305, -0.484], [0.051, 0.291, -0.400], [0.054, -0.008, 0.056], [0.051, 0.014, -0.017], [-0.298, 0.225, -0.145], [0.181, -0.172, 0.041], [0.030, 0.014, 0.022], [0.316, 0.186, -0.061], [-0.288, 0.413, 0.736], [-0.014, -0.187, 0.315], [-0.110, -1.160, 0.567], [0.036, 0.076, -0.040], [0.371, -0.318, 0.272], [0.064, 0.189, 0.117], [0.009, -0.012, 0.011], [-0.024, -0.098, 0.138], [-0.014, 0.018, 0.025], [-0.324, 0.779, 0.399], [0.430, 0.225, -0.210], [-0.119, 0.308, -0.004], [-0.025, -0.038, -0.060], [-0.009, 0.007, -0.004], [0.137, -0.082, 0.029], [-0.025, -0.058, 0.192], [-0.002, 0.073, 0.040], [0.374, 0.365, 0.198], [0.011, -0.013, 0.002], [-0.174, 0.019, 0.141], [0.228, -0.283, 0.113], [-0.176, -0.046, -0.117], [0.010, -0.019, -0.004], [-0.028, -0.038, -0.117], [-0.010, 0.011, -0.046], [0.071, 0.006, -0.110], [0.008, -0.050, -0.033], [-0.149, 0.011, 0.026], [-0.014, -0.039, -0.001], [-0.027, -0.004, -0.021], [0.061, 0.024, -0.098], [-0.089, -0.139, -0.157], [0.108, 0.126, -0.062], [-0.093, -0.019, 0.020], [-0.048, -0.009, 0.020], [-0.004, 0.027, -0.016], [-0.077, -0.028, -0.026], [0.048, 0.124, 0.035], [0.130, -0.058, -0.211], [0.030, -0.052, 0.040], [0.013, -0.052, 0.003], [0.010, -0.037, 0.010], [-0.160, -0.243, -0.314], [-0.036, 0.044, -0.010], [-0.009, -0.008, -0.019], [-0.002, 0.005, -0.014], [0.002, 0.008, 0.000], [-0.002, 0.010, 0.015], [-0.004, 0.009, 0.005], [-0.001, -0.006, 0.003], [-0.027, 0.019, 0.059], [-0.006, -0.018, -0.006], [-0.001, 0.004, 0.004], [0.008, -0.005, 0.012], [-0.052, -0.542, -0.501], [-0.015, 0.013, 0.007], [-0.003, -0.003, 0.014], [-0.017, 0.039, -0.010], [0.014, -0.020, -0.024], [-0.006, -0.006, -0.009], [0.002, -0.018, 0.007], [-0.002, -0.007, 0.012], [-0.014, 0.027, -0.018], [-0.037, 0.018, -0.008], [-0.009, 0.003, -0.003], [0.004, -0.001, 0.017], [0.005, -0.004, 0.006], [0.008, 0.014, -0.003], [-0.003, -0.008, 0.013], [0.008, -0.001, 0.000], [0.008, -0.012, 0.018]]}



# 3
{"formula": "C31H28AsF6HgN5O11", "method": "ωB97M-V/def2-TZVPD", "lumo_energy_ev": -1.300, "mol_weight_da": 1036.089, "de_lowest_kj_mol": 0.0, "orbital_gap_ha": 0.2591, "elements": ["Hg", "As", "F", "F", "F", "F", "F", "F", "O", "O", "O", "O", "O", "O", "O", "O", "O", "O", "O", "N", "N", "N", "N", "N", "C", "C", "C", "C", "C", "C", "C", "C", "C", "C", "C", "C", "C", "C", "C", "C", "C", "C", "C", "C", "C", "C", "C", "C", "C", "C", "C", "C", "C", "C", "C", "H", "H", "H", "H", "H", "H", "H", "H", "H", "H", "H", "H", "H", "H", "H", "H", "H", "H", "H", "H", "H", "H", "H", "H", "H", "H", "H", "H"], "positions_angstrom": [[-1.071038, -1.452687, -0.308235], [1.823686, -3.500208, -2.110190], [0.726390, -4.820784, -1.933312], [3.173984, -4.496959, -2.509901], [1.359562, -3.302117, -3.754502], [2.850047, -2.096458, -2.288807], [0.504418, -2.388679, -1.647004], [2.195618, -3.659035, -0.419120], [1.375460, -0.494300, -0.041248], [-3.171203, -1.444269, 1.141125], [-0.736468, -1.417752, 4.163005], [-1.816401, 0.773093, 0.456328], [-0.617148, 0.273889, -1.964091], [-1.740706, 1.842412, -2.936231], [-0.475476, -1.841638, 2.077201], [-0.266649, 1.487178, 1.743603], [-2.678291, -1.895260, -1.690616], [-3.711549, -0.869325, 3.137926], [1.918186, 1.576540, -0.019229], [-0.704900, 1.292655, -2.631050], [-3.988513, -1.225593, 2.014388], [-1.166861, 1.681257, 0.954540], [-0.050813, -1.518180, 3.176270], [2.204677, 0.400522, 0.067688], [0.556381, 1.878084, -3.099143], [-5.711241, -2.006368, 0.466302], [3.591567, -0.021672, 0.176614], [-7.025658, -2.261149, 0.110592], [-6.370533, -1.194338, 2.634239], [5.879780, 0.623614, -0.007934], [2.149778, -2.578719, 3.401645], [-2.779715, 4.552735, -0.779532], [-5.395396, -1.401796, 1.670047], [4.541370, 0.955411, -0.134761], [-2.377702, -2.777608, -2.743806], [3.283993, -0.071750, 3.927124], [-0.702236, 4.104480, 1.034599], [-2.492063, 3.274015, -0.318735], [6.207640, -0.603092, 0.562596], [-1.411967, 3.037972, 0.501475], [1.616604, 3.744578, -4.112421], [-7.702453, -1.409707, 2.289953], [3.925001, -1.299166, 0.553520], [1.956517, -0.169033, 3.547536], [-8.003053, -1.857267, 1.014946], [0.603587, 3.246508, -3.318228], [3.505021, -2.489579, 3.718950], [5.254658, -1.585822, 0.791254], [4.044170, -1.242136, 3.967723], [2.681545, 1.564676, -4.086809], [2.694031, 2.914977, -4.418557], [1.396448, -1.430295, 3.398583], [-0.937763, 5.373086, 0.552735], [-1.963620, 5.598914, -0.359105], [1.637961, 1.050099, -3.324290], [7.231489, -0.904577, 0.751024], [-3.117169, 2.476639, -0.698399], [4.143095, -3.360063, 3.765321], [5.115565, -1.126624, 4.089414], [-0.200593, 3.869197, -2.947470], [6.672425, 1.312959, -0.261590], [5.611942, -2.549895, 1.124330], [1.721456, -3.572457, 3.357187], [-8.401468, -1.275790, 3.103107], [1.356586, 0.720881, 3.409932], [-0.221443, 6.152431, 0.775215], [-2.194786, 6.580434, -0.753376], [-9.047659, -2.101973, 0.844216], [-3.119153, -3.575027, -2.893936], [3.436748, 0.900088, -4.482532], [3.595565, 3.272477, -4.900565], [-3.556025, 4.720157, -1.510156], [-6.097483, -0.937865, 3.647317], [-2.284200, -2.189514, -3.666319], [1.514559, -0.017877, -3.178996], [0.055811, 3.918093, 1.782847], [-4.926671, -2.271268, -0.237796], [3.823829, 0.864784, 3.894679], [-7.320737, -2.732993, -0.813043], [3.149226, -2.012373, 0.792982], [1.720997, 4.807631, -4.285294], [4.196422, 1.945766, -0.389672], [-1.446994, -3.337197, -2.614077]], "atomic_forces_ev_per_a": [[-1.372, -0.422, -0.436], [0.517, -0.209, -0.201], [0.066, 0.022, -0.135], [-0.313, -0.100, -0.009], [-0.112, -0.072, -0.083], [-0.143, 0.050, 0.393], [0.443, -0.264, -0.407], [0.108, 0.278, 0.093], [0.177, -0.017, 0.642], [-0.428, -0.163, 0.137], [-0.045, 0.381, -0.139], [-0.360, 0.562, 0.055], [0.107, 0.587, -0.679], [0.121, -0.041, 0.093], [0.208, 0.068, -0.142], [-0.202, 0.241, 0.248], [0.514, -0.261, 1.139], [-0.032, 0.133, 0.103], [0.329, 0.158, 0.228], [0.305, 0.000, 0.487], [0.219, 0.130, 0.066], [0.918, -0.575, 0.037], [-0.176, -0.937, 0.436], [-0.957, -0.683, -0.884], [0.261, 0.345, 0.475], [0.566, -0.099, -1.279], [0.759, 1.205, -0.222], [-0.259, 0.893, 1.002], [-0.018, 0.083, -0.063], [-0.018, -0.044, 0.606], [0.285, -0.873, 0.980], [0.915, 0.055, 0.490], [-0.714, -0.828, 0.200], [-0.072, -0.320, 0.301], [0.575, -0.021, -0.253], [0.364, -0.766, -1.360], [0.630, -0.565, 0.040], [-0.805, -0.304, -1.183], [0.258, -0.677, -0.578], [-1.003, 0.769, 0.676], [1.256, 0.265, 1.248], [1.298, 0.275, 0.398], [-0.588, -0.453, 0.748], [-0.259, 0.301, 0.629], [-1.087, -1.039, 0.388], [-0.844, -0.100, -0.771], [-0.266, 0.589, 0.007], [0.360, 0.517, -0.236], [0.531, 0.442, -0.018], [-0.147, 0.168, 0.375], [0.157, -0.504, -0.279], [0.399, 0.735, -0.684], [0.219, 0.234, -0.489], [-0.547, -0.080, -0.231], [-0.755, -0.574, -1.383], [0.123, 0.393, -0.102], [0.249, -0.266, 0.200], [-0.157, -0.134, -0.085], [-0.040, -0.181, 0.262], [-0.089, -0.007, -0.229], [-0.113, 0.165, 0.013], [-0.375, -0.104, 0.096], [-0.296, 0.160, -0.435], [-0.485, 0.011, -0.410], [-0.111, -0.079, 0.038], [-0.303, 0.178, 0.373], [0.349, 0.130, 0.110], [0.061, 0.193, -0.368], [-0.391, 0.345, 0.177], [0.217, 0.021, 0.341], [-0.288, 0.287, -0.312], [-0.166, -0.061, 0.124], [0.079, 0.222, -0.075], [-0.021, -0.238, -0.145], [0.249, 0.018, 0.256], [0.125, -0.010, -0.162], [0.167, 0.140, 0.191], [-0.292, 0.193, 0.447], [0.258, 0.004, -0.113], [-0.012, -0.043, -0.307], [-0.252, 0.002, -0.145], [0.107, -0.012, -0.274], [0.064, 0.178, -0.041]]}